{
  "formula": "C27H31N3O4",
  "method": "wB97M-V/def2-TZVPD",
  "species": ["C", "O", "C", "C", "C", "C", "C", "N", "C", "O", "C", "C", "C", "C", "O", "C", "C", "O", "N", "C", "C", "C", "C", "C", "C", "C", "C", "C", "N", "C", "C", "C", "C", "C", "H", "H", "H", "H", "H", "H", "H", "H", "H", "H", "H", "H", "H", "H", "H", "H", "H", "H", "H", "H", "H", "H", "H", "H", "H", "H", "H", "H", "H", "H", "H"],
  "positions_angstrom": [[3.628914, 2.637395, -0.516663], [2.807401, 2.743435, -1.656833], [1.512162, 2.345256, -1.561176], [0.762116, 2.395202, -2.738127], [-0.559248, 2.001149, -2.739373], [-1.156648, 1.534087, -1.579682], [-0.416025, 1.486577, -0.409818], [-0.993980, 0.966372, 0.774938], [-2.014936, 1.568433, 1.428910], [-2.652406, 1.000965, 2.310268], [-2.314349, 2.966446, 1.065512], [-1.567650, 4.011956, 0.578504], [-2.427273, 5.129328, 0.550097], [-3.628558, 4.687733, 1.021002], [-3.565814, 3.395125, 1.338684], [-0.622210, -0.405486, 1.175317], [-1.526994, -1.404535, 0.406642], [-1.144366, -2.084564, -0.521725], [-2.777345, -1.410273, 0.898988], [-3.873771, -2.185388, 0.346119], [-3.627882, -3.704131, 0.442932], [-4.243202, -4.275609, -0.829970], [-3.868920, -3.227382, -1.872273], [-4.129133, -1.903356, -1.153685], [0.847748, -0.657696, 1.005332], [1.686969, -0.586622, 2.110912], [3.051344, -0.752334, 1.993383], [3.645361, -1.001415, 0.747786], [5.013756, -1.096224, 0.614839], [5.577517, -1.497100, -0.652081], [5.823443, -1.297974, 1.793818], [2.788609, -1.099788, -0.357436], [1.426733, -0.922107, -0.231256], [0.910025, 1.905583, -0.389068], [4.622804, 2.939335, -0.843132], [3.662173, 1.610205, -0.140642], [3.294522, 3.306956, 0.282398], [1.242916, 2.743999, -3.637895], [-1.128439, 2.042457, -3.655349], [-2.184421, 1.205081, -1.578399], [-0.538496, 3.993774, 0.287547], [-2.183717, 6.119862, 0.225382], [-4.567203, 5.185816, 1.165102], [-0.879169, -0.477196, 2.239488], [-2.993171, -0.746711, 1.636071], [-4.754424, -1.909349, 0.931100], [-2.553680, -3.884449, 0.436991], [-4.050306, -4.128823, 1.352508], [-5.329029, -4.339232, -0.730979], [-3.857211, -5.265100, -1.069177], [-2.806580, -3.309261, -2.099988], [-4.440571, -3.319438, -2.794865], [-5.162228, -1.584710, -1.298563], [-3.473851, -1.114202, -1.518030], [1.267171, -0.390860, 3.088270], [3.653343, -0.682591, 2.884251], [5.269722, -0.802433, -1.435459], [5.277489, -2.511173, -0.943484], [6.663055, -1.463774, -0.587367], [5.785495, -0.416061, 2.437657], [5.498814, -2.169567, 2.373933], [6.859041, -1.449846, 1.499069], [3.180221, -1.313950, -1.337636], [0.805773, -1.007573, -1.107191], [1.448601, 1.875768, 0.543574]],
  "atomic_forces_ev_per_a": [[0.152, -0.035, 0.215], [-0.217, 0.003, -0.293], [-0.212, -0.001, 0.002], [0.178, 0.055, 0.081], [0.052, 0.016, -0.008], [0.069, -0.170, 0.200], [0.078, 0.228, -0.618], [0.080, -0.025, 0.095], [-0.201, 0.104, 0.219], [-0.104, 0.135, 0.065], [0.687, 0.536, -0.251], [-0.336, -0.586, 0.277], [-0.511, -0.005, 0.203], [0.425, 0.679, -0.314], [-0.308, -0.476, 0.244], [0.071, -0.287, 0.128], [-0.037, 0.367, 0.667], [0.045, -0.282, -0.443], [-0.375, 0.077, 0.307], [0.138, -0.113, -0.140], [-0.145, -0.056, 0.050], [0.141, -0.009, 0.010], [-0.140, 0.011, -0.095], [0.038, -0.027, -0.097], [-0.054, -0.198, 0.167], [-0.225, -0.014, -0.233], [0.252, -0.010, 0.106], [-0.146, 0.141, 0.057], [0.243, -0.047, -0.036], [-0.087, 0.005, -0.093], [-0.073, 0.081, 0.122], [0.091, -0.041, -0.105], [0.060, -0.199, 0.133], [0.115, 0.264, -0.054], [-0.045, -0.021, 0.070], [-0.009, 0.044, 0.004], [-0.004, -0.024, -0.014], [0.065, 0.044, -0.120], [-0.044, 0.013, -0.090], [-0.115, -0.053, 0.027], [0.184, -0.081, -0.085], [-0.016, 0.225, -0.049], [-0.166, -0.044, 0.051], [0.069, 0.011, -0.244], [0.172, -0.034, -0.087], [0.101, -0.008, -0.043], [0.004, -0.018, 0.037], [0.034, -0.008, 0.072], [-0.073, -0.057, -0.020], [-0.065, -0.084, -0.001], [0.011, -0.011, -0.049], [0.024, -0.019, -0.076], [-0.027, 0.029, -0.016], [-0.042, 0.092, 0.004], [-0.050, 0.017, 0.098], [0.093, -0.005, 0.074], [0.028, -0.062, -0.074], [0.003, -0.003, -0.066], [-0.037, 0.010, -0.003], [0.042, -0.063, 0.086], [0.017, 0.007, 0.047], [-0.027, 0.022, -0.004], [0.082, -0.020, -0.104], [-0.042, 0.018, -0.067], [0.089, -0.037, 0.072]],
  "smiles": "COc1cccc(N(C(=O)c2ccco2)[C@@H](C(=O)NC2CCCC2)c2ccc(N(C)C)cc2)c1",
  "homo_lumo_gap_ev": 8.340,
  "homo_ev": -7.71
}